<A>
DFT (wB97M-V/def2-TZVPD) results for an isolated molecule of C6H11NO.

Bonds (Å) are listed after each position.
Atoms and positions in Å:
1 C 2.492 -0.075 -0.008  N4 1.460, H11 1.091, H12 1.091, H13 1.089
2 C -0.158 0.237 1.466  C6 1.507, H14 1.087, H15 1.092, H16 1.091
3 C -2.419 0.908 -0.402  C7 1.502, H17 1.092, H18 1.093, H19 1.100
4 N 1.271 -0.503 -0.685  C1 1.460, C5 1.649, C6 1.663, H9 1.022
5 C 0.333 -1.775 -0.216  N4 1.649, C6 1.632, O8 1.186
6 C -0.204 -0.256 0.042  C2 1.507, N4 1.663, C5 1.632, C7 1.388
7 C -1.151 0.235 -0.845  C3 1.502, C6 1.388, H10 1.085
8 O 0.145 -2.711 -0.921  C5 1.186
9 H 1.237 -0.290 -1.685  N4 1.022
10 H -1.167 -0.188 -1.843  C7 1.085
11 H 2.516 1.010 0.106  C1 1.091
12 H 3.360 -0.400 -0.581  C1 1.091
13 H 2.544 -0.547 0.972  C1 1.089
14 H 0.666 -0.198 2.026  C2 1.087
15 H -1.085 -0.054 1.965  C2 1.092
16 H -0.078 1.324 1.499  C2 1.091
17 H -2.255 1.627 0.403  C3 1.092
18 H -2.861 1.456 -1.238  C3 1.093
19 H -3.185 0.199 -0.053  C3 1.100

## Properties
HOMO (spin up / spin down) = -6.7943 / -6.7851 eV
HOMO-LUMO gap (spin up / spin down) = 7.214 / 7.199 eV
spin multiplicity = 1

<B>
DFT (wB97M-V/def2-TZVPD) results for a cluster of 2 separate species, C6H11NO in total.

Bonds (Å) are listed after each position.
Atoms and positions in Å:
1 H -1.527 -1.684 -0.710  N2 1.020
2 N -1.758 -0.904 -0.094  H1 1.020, C3 1.263
3 C -1.355 0.225 -0.492  N2 1.263, C4 1.488, C5 1.499
4 C -1.626 1.451 0.307  C3 1.488, H7 1.088, H8 1.088, H9 1.085
5 C -0.624 0.425 -1.785  C3 1.499, O6 1.201, H10 1.111
6 O -0.393 1.491 -2.288  C5 1.201
7 H -0.681 1.890 0.623  C4 1.088
8 H -2.133 2.184 -0.317  C4 1.088
9 H -2.230 1.209 1.175  C4 1.085
10 H -0.357 -0.528 -2.290  C5 1.111
11 C 1.886 0.145 -0.376  C12 1.322, H14 1.078, H15 1.077
12 C 1.522 -0.969 0.235  C11 1.322, C13 1.489, H16 1.083
13 C 1.000 -1.047 1.627  C12 1.489, H17 1.087, H18 1.092, H19 1.089
14 H 1.850 1.101 0.122  C11 1.078
15 H 2.266 0.154 -1.383  C11 1.077
16 H 1.580 -1.916 -0.290  C12 1.083
17 H 1.084 -0.087 2.131  C13 1.087
18 H -0.051 -1.342 1.610  C13 1.092
19 H 1.547 -1.798 2.195  C13 1.089

## Properties
HOMO = -9.7729 eV
SMILES string = [H]/N=C(/C)C=O.C=CC
HOMO-LUMO gap = 9.856 eV
spin multiplicity = 1

<C>
DFT (wB97M-V/def2-TZVPD) results for an isolated molecule of C6H11NO.

Bonds (Å) are listed after each position.
Atoms and positions in Å:
1 H 2.229 -0.549 -1.303  N2 1.025
2 N 1.435 -1.151 -1.064  H1 1.025, C3 1.287
3 C 0.446 -0.490 -0.572  N2 1.287, C4 1.563, C6 1.469
4 C -0.952 -1.182 -0.479  C3 1.563, C5 1.517, H10 1.094, H11 1.096
5 C -1.224 -1.658 0.936  C4 1.517, H12 1.095, H13 1.095, H14 1.094
6 C 0.542 0.884 -0.059  C3 1.469, C7 1.496, C8 1.351
7 C 1.353 1.115 1.176  C6 1.496, H15 1.094, H16 1.095, H17 1.095
8 C -0.229 1.830 -0.638  C6 1.351, O9 1.365, H18 1.086
9 O -0.803 1.795 -1.876  C8 1.365, H19 0.974
10 H -1.764 -0.533 -0.820  C4 1.094
11 H -0.936 -2.036 -1.166  C4 1.096
12 H -2.130 -2.272 0.963  C5 1.095
13 H -1.357 -0.810 1.615  C5 1.095
14 H -0.396 -2.261 1.319  C5 1.094
15 H 0.884 0.638 2.042  C7 1.094
16 H 2.364 0.711 1.060  C7 1.095
17 H 1.459 2.181 1.405  C7 1.095
18 H -0.355 2.821 -0.212  C8 1.086
19 H -0.566 0.966 -2.327  O9 0.974

## Properties
HOMO = -8.7474 eV
SMILES string = [H]/N=C(CC)\C(C)=C/O
HOMO-LUMO gap = 9.600 eV
spin multiplicity = 1

Stability check: which of them is most stable? <C>.

<A>
DFT (wB97M-V/def2-TZVPD) results for an isolated molecule of C6H9N3O.

Bonds (Å) are listed after each position.
Atoms and positions in Å:
1 C -0.271 1.048 1.147  C2 1.456, C5 1.504, N7 1.303
2 C 0.360 -0.192 1.578  C1 1.456, N8 1.375, O10 1.260
3 C -0.869 0.820 -1.174  C4 1.309, N7 1.230
4 C -1.320 0.556 -2.373  C3 1.309, H11 1.110, H12 1.117
5 C -0.412 2.016 2.289  C1 1.504, H13 1.154, H14 1.097, H15 1.083
6 C 1.088 -1.964 -1.569  N9 1.429, H16 1.168, H17 1.114, H18 1.132
7 N -0.735 1.292 -0.046  C1 1.303, C3 1.230
8 N 0.675 -1.116 0.609  C2 1.375, N9 1.312, H19 1.086
9 N 0.513 -0.997 -0.687  C6 1.429, N8 1.312
10 O 0.507 -0.475 2.797  C2 1.260
11 H -1.064 -0.408 -2.860  C4 1.110
12 H -1.730 1.347 -3.047  C4 1.117
13 H -0.634 3.023 1.770  C5 1.154
14 H 0.437 1.961 2.981  C5 1.097
15 H -1.242 1.576 2.829  C5 1.083
16 H 0.216 -2.735 -1.659  C6 1.168
17 H 1.197 -1.431 -2.542  C6 1.114
18 H 2.004 -2.409 -1.074  C6 1.132
19 H 1.279 -1.913 1.034  N8 1.086

## Properties
HOMO (spin up / spin down) = -6.4124 / -9.1551 eV
expectation value of S² = 2.026
HOMO-LUMO gap (spin up / spin down) = 7.174 / 8.517 eV
spin multiplicity = 3

<B>
DFT (wB97M-V/def2-TZVPD) results for a cluster of 2 separate species, C6H9N3O in total.

Bonds (Å) are listed after each position.
Atoms and positions in Å:
1 C 0.804 -1.917 2.327  C2 1.389, N7 1.352, H11 1.165
2 C -0.080 -2.964 2.100  C1 1.389, N8 1.365, H12 1.017
3 C -0.323 -1.371 0.609  N7 1.324, N8 1.313
4 C -1.212 0.538 -1.302  N9 1.292, O10 1.178
5 C -0.220 2.571 -2.118  N9 1.432, H13 1.086, H14 1.086, H15 1.103
6 C 0.828 1.309 -0.374  N9 1.420, H16 1.102, H17 1.090, H18 1.133
7 N 0.599 -0.915 1.443  C1 1.352, C3 1.324
8 N -0.749 -2.555 0.984  C2 1.365, C3 1.313, H19 1.057
9 N -0.252 1.403 -1.290  C4 1.292, C5 1.432, C6 1.420
10 O -2.215 0.306 -1.876  C4 1.178
11 H 1.642 -1.755 3.120  C1 1.165
12 H -0.231 -3.845 2.585  C2 1.017
13 H 0.760 2.445 -2.568  C5 1.086
14 H -1.143 2.638 -2.687  C5 1.086
15 H -0.240 3.449 -1.450  C5 1.103
16 H 0.775 2.103 0.389  C6 1.102
17 H 0.784 0.457 0.304  C6 1.090
18 H 1.895 1.349 -0.752  C6 1.133
19 H -1.423 -3.248 0.556  N8 1.057

## Properties
HOMO (spin up / spin down) = -6.6598 / -8.9565 eV
expectation value of S² = 2.012
HOMO-LUMO gap (spin up / spin down) = 7.485 / 7.375 eV
spin multiplicity = 3

Stability check: which of them is most stable? <A>.

<A>
DFT (wB97M-V/def2-TZVPD) results for a cluster of 2 separate species, C6H14O in total.

Bonds (Å) are listed after each position.
Atoms and positions in Å:
1 C 0.457 3.268 -1.320  C2 1.384, H7 1.059, H8 1.035
2 C 0.432 1.903 -1.096  C1 1.384, C3 1.471, H9 1.160
3 C -0.522 1.158 -0.261  C2 1.471, C4 1.578, H10 1.101, H11 1.050
4 C -0.465 -0.395 -0.534  C3 1.578, C5 1.523, H12 0.990, H13 1.154
5 C 0.919 -0.760 -0.013  C4 1.523, C6 1.579, H14 1.104, H15 1.053
6 C 1.248 -2.282 0.252  C5 1.579, H16 1.073, H17 1.076, H18 1.119
7 H -0.540 3.610 -1.419  C1 1.059
8 H 1.291 3.850 -1.516  C1 1.035
9 H 1.220 1.240 -1.633  C2 1.160
10 H -1.491 1.476 -0.676  C3 1.101
11 H -0.397 1.341 0.765  C3 1.050
12 H -0.524 -0.769 -1.449  C4 0.990
13 H -1.339 -0.985 -0.065  C4 1.154
14 H 1.682 -0.148 -0.525  C5 1.104
15 H 1.055 -0.107 0.801  C5 1.053
16 H 2.279 -2.537 0.399  C6 1.073
17 H 0.637 -2.449 1.121  C6 1.076
18 H 0.900 -3.071 -0.462  C6 1.119
19 O -2.598 -1.677 2.436  H20 0.998, H21 0.916
20 H -1.679 -1.580 2.060  O19 0.998
21 H -2.565 -1.088 3.136  O19 0.916

## Properties
HOMO = -8.7804 eV
SMILES string = C=CCCCC.O
HOMO-LUMO gap = 9.542 eV
spin multiplicity = 1

<B>
DFT (wB97M-V/def2-TZVPD) results for a cluster of 2 separate species, C6H14O in total.

Bonds (Å) are listed after each position.
Atoms and positions in Å:
1 C 2.737 -0.191 -0.157  C2 1.408, H7 1.216, H8 1.159
2 C 1.494 -0.848 -0.232  C1 1.408, C3 1.492, H9 1.054
3 C 0.717 -0.870 -1.505  C2 1.492, C4 1.586, H10 1.178, H11 1.221
4 C -0.813 -0.892 -1.087  C3 1.586, C5 1.563, H12 1.036, H13 1.041
5 C -1.190 0.357 -0.226  C4 1.563, C6 1.489, H14 1.152, H15 1.111
6 C -2.559 0.376 0.362  C5 1.489, H16 1.113, H17 1.118, H18 1.096
7 H 3.289 -0.255 -1.238  C1 1.216
8 H 3.129 0.548 0.645  C1 1.159
9 H 1.121 -1.477 0.528  C2 1.054
10 H 0.853 -1.971 -1.902  C3 1.178
11 H 1.056 0.135 -2.109  C3 1.221
12 H -0.937 -1.720 -0.478  C4 1.036
13 H -1.469 -1.043 -1.882  C4 1.041
14 H -0.481 0.353 0.682  C5 1.152
15 H -0.923 1.263 -0.809  C5 1.111
16 H -2.842 0.758 1.368  C6 1.113
17 H -3.325 0.577 -0.427  C6 1.118
18 H -2.705 -0.673 0.643  C6 1.096
19 O 1.003 2.230 2.858  H20 1.007, H21 1.007
20 H 1.588 1.784 2.170  O19 1.007
21 H 0.255 1.558 2.799  O19 1.007

## Properties
HOMO = -8.6746 eV
SMILES string = C=CCCCC.O
HOMO-LUMO gap = 9.459 eV
spin multiplicity = 1

Stability check: which of them is most stable? <A>.